# 1
Molecular formula: CH3NO2S
Method: DFT, ωB97M-V/def2-TZVPD

Values from the calculation:
Net charge: 0
HOMO-LUMO gap in eV: 7.08
M in g mol⁻¹: 93.1
E_LUMO in eV: -1.389
Largest force on an atom in eV/A: 5.36

Bonds (Å) are listed after each position.
Cartesian coordinates (Å):
1 S 2.31 0.31 0.69  O2 1.417, O3 1.444
2 O 1.38 1.30 1.12  S1 1.417
3 O 2.13 -0.40 -0.56  S1 1.444
4 N -0.94 0.15 -0.20  C5 1.361, H6 0.964, H7 1.028
5 C -1.55 -1.00 0.20  N4 1.361, H8 1.070
6 H -1.04 0.44 -1.11  N4 0.964
7 H -0.54 0.68 0.59  N4 1.028
8 H -1.75 -1.48 -0.73  C5 1.070

***

# 2
Molecular formula: C3H3NO
Method: DFT, ωB97M-V/def2-TZVPD

Values from the calculation:
Net charge: 0
HOMO-LUMO gap in eV: 10.22
M in g mol⁻¹: 69.1
E_LUMO in eV: 0.921
Largest force on an atom in eV/A: 0.69

Bonds (Å) are listed after each position.
Cartesian coordinates (Å):
1 O 0.42 1.38 0.32  C3 1.370, C4 1.356
2 N 0.85 -0.68 0.05  C4 1.355, C5 1.405, H7 1.004
3 C -0.77 0.75 0.06  O1 1.370, C5 1.338, H6 1.077
4 C 1.46 0.51 0.30  O1 1.356, N2 1.355
5 C -0.54 -0.56 -0.12  N2 1.405, C3 1.338, H8 1.082
6 H -1.65 1.36 0.01  C3 1.077
7 H 1.44 -1.38 -0.37  N2 1.004
8 H -1.23 -1.38 -0.26  C5 1.082

***

# 3
Molecular formula: C4H10NOS
Method: DFT, ωB97M-V/def2-TZVPD

Values from the calculation:
Net charge: -1
SMILES: [O-]CNCCCS
HOMO-LUMO gap in eV: 5.65
M in g mol⁻¹: 120.2
E_LUMO in eV: 2.814
Largest force on an atom in eV/A: 3.55

Bonds (Å) are listed after each position.
Cartesian coordinates (Å):
1 S 0.30 2.18 1.74  C7 1.998, H9 1.384
2 O -1.71 -1.02 -1.83  C4 1.328
3 N 0.49 -1.49 -1.42  C4 1.469, C5 1.486, H8 1.029
4 C -0.47 -0.55 -2.00  O2 1.328, N3 1.469, H13 1.186, H14 1.162
5 C 0.23 -1.70 0.02  N3 1.486, C6 1.514, H10 1.087, H15 1.061
6 C -0.16 -0.40 0.69  C5 1.514, C7 1.524, H16 1.045, H17 1.069
7 C 1.02 0.55 0.84  S1 1.998, C6 1.524, H11 1.224, H12 1.097
8 H 0.42 -2.48 -1.71  N3 1.029
9 H -0.83 2.86 2.16  S1 1.384
10 H 1.07 -2.15 0.55  C5 1.087
11 H 1.53 0.93 -0.20  C7 1.224
12 H 1.82 0.10 1.46  C7 1.097
13 H -0.12 0.46 -1.50  C4 1.186
14 H -0.12 -0.27 -3.07  C4 1.162
15 H -0.59 -2.37 -0.05  C5 1.061
16 H -0.97 -0.01 0.15  C6 1.045
17 H -0.47 -0.68 1.68  C6 1.069